Computed, not measured: a 2-piece molecular cluster, C2H5N4 overall, with wB97M-V/def2-TZVPD.

Geometry as XYZ:
```
11
Properties=species:S:1:pos:R:3:mulliken_charge:R:1
H -0.7120 0.9356 0.7937 0.299
N 2.8948 -0.2001 0.0283 0.852
H -2.6036 -2.4619 -0.2992 0.454
H 4.5400 -0.0595 -0.9882 0.281
H -1.5034 1.4166 -0.7155 0.307
N -2.0324 -0.3621 0.0459 0.136
N 1.8732 -0.4414 0.4295 -0.504
C -2.3236 -1.4497 -0.1424 0.007
C -1.6618 0.9267 0.2515 -0.519
N 3.9583 0.2370 -0.2260 -0.620
H -2.4293 1.4589 0.8224 0.308
```

Output
multiplicity: 1
LUMO energy: -0.170 Ha
charge: +1
relative energy (zero: lowest compared OMol25 entry of this formula, charge and spin): 298.88 kJ/mol